(1)
129
Properties=species:S:1:pos:R:3:forces:R:3 method="wB97M-V/def2-TZVPD" gap_ev=8.702 charge=0 total_energy_ev=-93291.4216 spin_multiplicity=1
C 3.047150 -1.495068 3.636882 0.20 -0.18 0.64
C 4.513505 -1.883795 3.462667 -0.45 -0.39 -0.07
C 4.988374 -1.999705 2.000034 0.51 0.32 -0.25
B 4.232212 -1.037470 1.030579 0.56 -0.29 -0.99
O 4.745544 0.223711 0.724543 -0.36 -0.09 1.28
B 3.778183 1.174023 1.043745 0.50 0.48 -0.91
C 4.065736 2.302159 2.092218 -0.78 0.28 -0.42
C 3.014182 3.390613 2.076884 -0.27 0.50 0.04
C 2.778780 4.079046 0.876794 -0.16 0.06 0.35
C 1.795705 5.058307 0.767230 0.26 -0.40 0.47
C 1.029948 5.359479 1.890282 -0.03 -0.04 0.21
C 1.260057 4.717945 3.103206 0.56 -0.37 -0.80
C 2.255133 3.729213 3.209931 -0.35 0.14 -0.07
C 2.429867 3.062874 4.558933 0.34 0.49 -0.38
O 2.533702 1.005482 0.453223 -0.02 -0.13 0.87
B 2.111054 -0.304022 0.462229 -0.42 -0.43 -0.89
S 0.328782 -0.570113 0.508441 -0.18 0.14 0.09
C 0.169855 -2.372844 0.704954 0.10 0.55 -0.35
C -1.122285 -2.769467 1.356344 0.09 0.47 0.07
O -1.267131 -3.836314 1.854754 0.02 -0.86 0.43
O -2.114219 -1.848043 1.354412 0.10 0.45 -0.11
C -2.336391 -1.216609 2.615851 -0.30 0.18 0.21
C -3.811360 -0.957815 2.815800 0.58 -0.25 0.56
C -4.000064 -0.099084 4.058919 -0.14 0.17 -0.39
O -4.257674 -0.307875 1.621309 0.16 0.02 0.06
C -5.580097 -0.264724 1.460883 -0.52 0.30 -0.33
O -6.368447 -0.737563 2.223002 -0.29 -0.43 0.57
C -5.991060 0.478425 0.216231 0.88 0.00 0.19
S -6.751667 2.065704 0.615357 -0.47 0.18 -0.09
O 3.007573 -1.356586 0.445258 -0.16 0.17 0.94
H 2.385367 -2.243285 3.210371 -0.13 0.07 -0.34
H 2.807486 -0.496377 3.270517 -0.07 0.04 -0.24
H 2.820660 -1.484238 4.702248 -0.08 0.10 0.12
H 4.633971 -2.857482 3.932122 0.12 -0.09 0.13
H 5.136786 -1.206190 4.038600 0.13 0.24 -0.13
H 4.959349 -3.024409 1.636734 -0.30 -0.18 0.07
H 6.038083 -1.710358 1.966328 0.16 -0.04 -0.03
H 5.065602 2.712450 1.971926 0.20 -0.07 0.09
H 4.010394 1.787726 3.049468 0.34 -0.15 0.19
H 3.387011 3.815945 0.020019 -0.03 0.06 -0.15
H 1.628941 5.571737 -0.166474 0.02 0.03 -0.15
H 0.244297 6.099577 1.826206 -0.02 0.08 -0.03
H 0.665204 4.961841 3.969414 -0.07 0.07 0.13
H 2.221140 3.790536 5.336827 -0.21 -0.01 0.17
H 1.770890 2.208367 4.680999 -0.03 -0.19 0.05
H 3.462655 2.766933 4.707151 0.09 -0.26 0.11
H 0.972046 -2.731754 1.334930 0.18 -0.26 -0.09
H 0.202563 -2.856374 -0.267161 0.18 -0.13 -0.10
H -1.802283 -0.266769 2.683252 0.21 0.04 -0.34
H -1.982510 -1.852958 3.424898 -0.03 -0.16 0.06
H -4.311416 -1.908792 2.975252 -0.29 -0.08 -0.44
H -4.970325 -0.273508 4.504789 -0.10 -0.04 0.15
H -3.941062 0.952609 3.784835 0.11 0.11 0.02
H -3.207525 -0.311216 4.771041 -0.01 -0.03 0.21
H -5.121313 0.621029 -0.416908 -0.05 0.00 -0.19
H -6.726864 -0.135881 -0.284662 -0.25 0.09 -0.17
H -5.807022 2.559633 1.424981 0.19 -0.15 -0.05
C -0.991446 -11.437151 4.239567 -0.06 0.02 0.11
O -0.878023 -10.298099 5.067924 0.03 -0.09 -0.15
C 0.281035 -9.507139 4.840489 0.07 0.17 0.24
C -0.052846 -8.195754 4.159833 -0.16 -0.08 -0.16
N -0.463174 -8.391976 2.776835 -0.09 0.03 0.08
C -1.060274 -7.218962 2.136535 0.09 -0.18 -0.09
C -2.316423 -6.600307 2.739977 -0.08 0.02 -0.03
O -3.485266 -7.397063 2.625755 0.05 -0.07 0.09
C -3.620708 -8.428683 3.581766 -0.12 0.03 -0.15
H -1.770183 -12.070716 4.661334 -0.02 0.04 0.01
H -1.277128 -11.178424 3.214388 0.07 -0.04 -0.04
H -0.057861 -12.006972 4.217542 0.02 0.00 -0.05
H 1.034761 -10.065038 4.276671 -0.06 -0.02 -0.09
H 0.701633 -9.280178 5.824294 0.03 -0.03 -0.01
H 0.834349 -7.554595 4.177997 -0.01 0.03 0.01
H -0.831978 -7.707492 4.759995 0.08 0.04 0.09
H -1.122525 -9.156227 2.731885 -0.02 -0.01 0.02
H -1.303774 -7.510604 1.111701 0.02 0.05 -0.02
H -0.296156 -6.439231 2.069606 -0.02 0.05 0.05
H -2.526810 -5.698017 2.176368 -0.05 0.05 -0.05
H -2.170628 -6.282412 3.780569 0.01 -0.13 0.04
H -3.221929 -8.135520 4.556652 0.07 -0.03 0.00
H -3.137553 -9.352548 3.250380 0.07 -0.02 0.12
H -4.685162 -8.637553 3.692091 -0.01 0.04 -0.01
C -2.455509 -0.101118 -1.440177 0.05 0.12 -0.22
O -1.437356 -0.452729 -2.360959 -0.22 0.03 0.10
C -1.744554 -1.563959 -3.189416 0.25 -0.13 -0.09
C -2.008832 -1.138593 -4.618585 -0.13 0.15 0.02
N -3.261111 -0.404577 -4.737329 0.12 0.08 -0.01
C -3.457006 0.282391 -6.011555 -0.15 -0.03 0.14
C -2.440822 1.334586 -6.448004 -0.01 0.00 -0.22
O -2.444996 2.524262 -5.682925 0.03 -0.04 0.08
C -1.738973 2.467448 -4.458162 -0.09 0.16 -0.06
H -2.026703 0.590670 -0.719551 0.05 0.01 0.00
H -3.297171 0.398384 -1.936846 -0.04 -0.05 0.01
H -2.823264 -0.972661 -0.901474 -0.08 -0.08 0.07
H -2.582823 -2.140347 -2.784885 -0.07 0.08 -0.01
H -0.862021 -2.212397 -3.189518 -0.03 -0.01 0.02
H -2.057495 -2.029930 -5.252002 0.00 0.01 -0.02
H -1.145061 -0.543330 -4.942594 0.08 -0.10 -0.02
H -3.318612 0.274928 -3.991613 0.01 0.00 0.02
H -4.431269 0.774292 -5.959587 -0.01 -0.01 -0.06
H -3.528003 -0.473517 -6.800656 0.06 0.00 -0.02
H -2.717821 1.641543 -7.459569 0.00 0.02 0.01
H -1.423189 0.930596 -6.519107 0.01 -0.03 0.13
H -0.849334 1.836124 -4.529598 -0.02 -0.07 0.03
H -2.375044 2.114599 -3.642084 0.09 -0.09 0.05
H -1.425337 3.482817 -4.213914 -0.01 0.01 -0.04
C 2.393299 4.640070 -3.511247 -0.10 0.04 0.12
O 2.678551 5.861067 -2.855837 0.02 -0.17 -0.12
C 4.003092 6.342843 -3.047829 0.08 0.21 0.25
C 4.037526 7.551499 -3.959480 -0.14 -0.07 -0.17
N 3.726082 7.198486 -5.338106 -0.11 0.07 0.09
C 3.469727 8.331090 -6.224799 0.05 -0.20 -0.07
C 2.330292 9.290302 -5.891782 0.05 0.19 -0.08
O 1.032119 8.749036 -6.035434 0.02 -0.05 0.06
C 0.574621 7.958621 -4.955193 -0.11 0.03 -0.14
H 1.458941 4.259638 -3.100161 -0.01 0.03 0.01
H 2.265642 4.768494 -4.591275 0.07 -0.06 -0.02
H 3.176355 3.898487 -3.328260 0.02 -0.01 -0.05
H 4.662236 5.549839 -3.413236 -0.06 -0.02 -0.10
H 4.368089 6.652384 -2.064238 0.02 -0.04 0.00
H 5.039430 7.990382 -3.924133 0.00 0.03 0.00
H 3.334027 8.287472 -3.548677 0.07 0.04 0.10
H 2.920462 6.588681 -5.351195 -0.01 -0.01 0.01
H 3.266048 7.917605 -7.215390 0.03 0.04 -0.03
H 4.393367 8.913040 -6.310598 -0.01 0.04 0.04
H 2.383330 10.107390 -6.615520 -0.01 0.00 -0.01
H 2.444917 9.750552 -4.902370 -0.01 -0.12 0.07
H 0.934493 8.335421 -3.994198 0.06 -0.04 0.02
H 0.865110 6.910944 -5.072079 0.05 -0.01 0.13
H -0.514466 7.999168 -4.957622 0.00 0.04 -0.02

=====

(2)
16
Properties=species:S:1:pos:R:3:forces:R:3 method="wB97M-V/def2-TZVPD" gap_ev=10.061 charge=0 total_energy_ev=-9772.1904 spin_multiplicity=1
C 2.121667 0.025135 -0.792892 0.15 0.59 0.47
O 0.728958 -0.027566 -0.805483 -1.97 0.99 0.93
C -0.085929 0.540303 0.376616 2.78 -0.86 -1.05
C -0.622559 1.942912 0.156574 0.48 -0.43 -0.35
N -1.152737 -0.367082 0.558091 -0.96 -2.91 -0.40
N -0.793404 -1.596113 0.464021 -0.10 2.47 -0.08
N -1.785047 -2.439580 0.374374 -0.55 -0.25 0.35
H 2.537845 -0.256294 0.185362 0.01 -0.01 -0.08
H 2.486539 1.029808 -1.052175 0.13 -0.10 0.05
H 2.483896 -0.677296 -1.546136 -0.07 0.02 0.06
H 0.615677 0.496096 1.222673 -0.04 0.17 -0.02
H -1.464821 1.908049 -0.526796 -0.08 0.02 -0.09
H 0.162390 2.565507 -0.267403 0.02 0.09 0.01
H -0.943126 2.375622 1.099910 -0.07 -0.03 0.11
H -2.746980 -2.113155 0.313407 0.29 0.02 0.04
H -1.542368 -3.406346 0.239858 -0.01 0.21 0.06

=====

(3)
14
Properties=species:S:1:pos:R:3:forces:R:3 method="wB97M-V/def2-TZVPD" gap_ev=10.862 charge=0 total_energy_ev=-9846.5695 spin_multiplicity=1
C 1.957352 0.096429 -0.166765 0.03 0.03 0.01
C 0.596386 0.072406 -0.816646 0.11 -0.14 -0.38
O 0.416248 -0.029119 -2.001664 0.06 -0.13 0.51
N -0.529160 0.059708 0.086571 0.03 0.22 0.08
C -1.469240 -1.046675 0.043996 -0.14 -0.10 -0.02
C -0.719484 1.185933 0.831404 0.12 0.06 0.01
O 0.025249 2.144641 0.796272 -0.24 -0.25 0.10
H 2.552169 0.933145 -0.539644 -0.15 -0.10 -0.01
H 2.457717 -0.833898 -0.460097 -0.03 0.15 0.04
H 1.892761 0.152704 0.920307 0.00 0.04 -0.18
H -2.330868 -0.805774 0.673005 0.13 0.00 -0.12
H -1.813212 -1.227323 -0.976902 0.04 0.06 0.11
H -1.007919 -1.961057 0.437436 -0.08 0.16 -0.11
H -1.630004 1.145773 1.458394 0.13 -0.01 -0.04

=====

(4)
76
Properties=species:S:1:pos:R:3:forces:R:3 method="wB97M-V/def2-TZVPD" gap_ev=5.981 charge=0 total_energy_ev=-71376.2434 spin_multiplicity=1
O -1.508682 2.191803 4.325753 -0.39 -0.15 0.39
C -2.014270 1.087623 4.211864 0.44 0.07 -0.68
C -1.801741 0.245208 3.030533 0.09 0.36 0.19
C -2.385828 -0.951395 2.935220 0.53 -0.32 -1.23
O -2.195575 -1.745815 1.845347 -0.54 0.29 1.24
C -3.271703 -1.471509 4.015262 -0.44 -0.23 0.60
O -3.803379 -2.561177 3.886372 0.29 0.23 -0.26
C -3.464981 -0.639095 5.207453 -0.06 -0.30 -0.18
C -2.878320 0.555670 5.304274 -0.47 0.29 1.24
O -3.046497 1.339093 6.406570 0.52 -0.27 -1.21
H -1.158048 0.635794 2.252663 -0.02 0.02 0.00
H -2.722526 -2.551183 2.015966 0.09 0.10 -0.08
H -4.095971 -1.035772 5.991725 0.02 0.02 -0.03
H -2.524674 2.146906 6.232784 -0.12 -0.09 0.05
O 3.730911 -5.140708 -7.233954 -0.34 0.25 -0.09
C 3.253868 -4.211712 -6.604907 0.64 -0.31 0.31
C 3.834822 -3.734506 -5.345258 -0.02 -0.23 -0.30
C 3.273140 -2.724734 -4.677053 0.94 0.05 1.11
O 3.803421 -2.269703 -3.507032 -0.96 0.01 -1.06
C 2.042014 -2.051008 -5.179908 -0.60 0.14 -0.52
O 1.544420 -1.142629 -4.533276 0.34 -0.41 0.04
C 1.474784 -2.511264 -6.450495 -0.02 0.23 0.26
C 2.038428 -3.519033 -7.120505 -0.82 0.00 -0.96
O 1.524149 -3.956434 -8.303936 0.89 -0.03 1.02
H 4.726648 -4.233664 -4.990793 -0.04 0.02 0.00
H 3.217824 -1.540598 -3.221196 0.14 -0.10 0.08
H 0.590306 -2.000437 -6.812361 0.19 -0.06 0.09
H 2.106680 -4.689301 -8.585086 -0.12 0.10 0.00
O -1.183311 -1.050462 -6.967552 -0.53 0.08 -0.33
C -2.229895 -1.566914 -6.609699 0.35 -0.03 0.71
C -2.432775 -2.065001 -5.246019 0.31 0.19 -0.32
C -3.586320 -2.639229 -4.896719 0.34 -0.27 1.38
O -3.789860 -3.103990 -3.633583 -0.37 0.25 -1.36
C -4.701872 -2.797625 -5.872816 -0.60 -0.04 -0.59
O -5.734460 -3.343358 -5.524177 0.40 0.10 0.24
C -4.507353 -2.277618 -7.230314 -0.19 -0.17 0.26
C -3.355362 -1.700527 -7.578330 -0.35 0.30 -1.32
O -3.161068 -1.210698 -8.834723 0.41 -0.27 1.30
H -1.614298 -1.945662 -4.548120 -0.01 0.01 -0.01
H -4.695308 -3.472668 -3.635293 0.13 0.03 0.05
H -5.330949 -2.382885 -7.923917 0.04 0.00 0.02
H -2.253682 -0.847736 -8.834787 -0.14 -0.05 -0.08
O 3.694656 -0.596802 6.399762 -0.38 0.26 -0.12
C 3.220924 0.331124 7.032629 0.67 -0.30 0.34
C 3.802282 0.800735 8.294645 -0.03 -0.23 -0.31
C 3.243692 1.809903 8.966576 0.94 0.01 1.04
O 3.774068 2.258189 10.138299 -0.94 0.01 -1.03
C 2.015858 2.490577 8.466048 -0.62 0.36 -0.29
O 1.522068 3.396674 9.114765 0.36 -0.27 0.05
C 1.448404 2.036591 7.191833 -0.04 0.18 0.22
C 2.009009 1.030202 6.518925 -0.86 0.09 -0.89
O 1.493804 0.599597 5.332168 0.86 -0.23 1.01
H 4.691904 0.296752 8.647783 -0.04 0.01 -0.01
H 3.190418 2.987990 10.425167 0.12 -0.10 0.01
H 0.567315 2.550684 6.830369 0.03 -0.01 -0.01
H 2.073841 -0.134746 5.047412 -0.10 0.08 0.00
C 1.649371 4.422468 3.661806 -1.03 -1.95 -0.11
C 1.194038 3.091575 3.275353 0.54 1.72 -1.14
C 0.727096 2.925173 1.741875 1.11 -1.04 -2.71
C -0.698280 3.557290 1.411102 1.91 -1.87 -4.21
C -1.168050 3.445102 -0.051684 2.17 -0.47 2.44
C -0.313513 2.760936 -1.193070 0.02 0.20 0.92
N -0.876464 2.769731 -2.515369 4.34 -2.50 0.03
C -0.047363 2.089898 -3.452275 0.49 0.38 2.85
C 1.305813 1.428975 -3.070066 -0.35 0.77 1.24
N 1.920060 1.437057 -1.783732 -5.08 2.01 -2.40
C 1.055837 2.125105 -0.863210 -0.11 0.60 2.11
C 1.559731 2.239363 0.635951 -2.97 1.47 0.83
H 2.664276 4.810999 3.310861 -2.35 0.28 -0.84
H 0.928182 5.053470 4.302950 2.20 -1.38 0.46
H 1.118399 2.209164 4.000470 -1.43 1.82 -0.99
H -1.329960 4.057556 2.213539 1.06 -0.84 -1.26
H -2.194175 3.902372 -0.301027 1.90 -0.91 0.14
H -0.402034 2.027836 -4.539047 0.56 0.12 1.87
H 1.870605 0.877076 -3.907201 -1.03 1.13 1.62
H 2.575481 1.795336 0.956420 -1.86 0.78 -0.85

=====

(5)
12
Properties=species:S:1:pos:R:3:forces:R:3 method="wB97M-V/def2-TZVPD" gap_ev=10.438 charge=0 total_energy_ev=-9812.5160 spin_multiplicity=1
O 0.497740 -1.706617 1.857696 0.22 0.30 -0.44
C 0.304873 -0.939105 0.951723 0.24 -0.25 0.20
N -0.358216 -1.257625 -0.253428 -0.09 -0.04 0.09
C -0.738519 -0.029173 -0.957414 0.00 0.14 -0.11
C -0.005175 1.101108 -0.245454 0.09 -0.01 -0.31
O -0.369877 1.375837 1.106947 -0.22 0.03 0.03
C 0.732974 0.510772 0.859729 0.21 -0.01 0.08
H 0.251073 -1.860501 -0.787975 -0.36 -0.41 -0.11
H -1.828300 0.074913 -0.937621 0.17 0.15 0.03
H -0.416716 -0.056539 -2.002300 -0.05 -0.02 0.10
H 0.336470 1.969199 -0.801571 0.02 -0.12 0.05
H 1.751191 0.773687 1.124370 -0.22 0.24 0.40

=====

(6)
22
Properties=species:S:1:pos:R:3:forces:R:3 method="wB97M-V/def2-TZVPD" gap_ev=9.300 charge=0 total_energy_ev=-12460.2755 spin_multiplicity=1
N -0.713842 1.251135 0.189137 -0.38 -0.06 -0.78
C -0.319353 0.993859 1.562151 0.43 -0.61 0.06
C 0.101907 -0.459270 1.726273 0.80 -0.45 -1.17
N 1.277649 -0.772095 0.911292 0.68 0.20 0.22
C -1.030055 -1.439586 1.436303 -1.23 -0.02 0.10
O -2.305230 -0.966564 1.905922 0.18 -0.22 -0.03
H -1.099568 2.172838 0.040374 -0.10 0.06 0.27
H 0.043637 1.189177 -0.481264 0.27 0.02 0.35
H 0.516865 1.606419 1.910646 -0.15 0.18 0.08
H -1.191961 1.086957 2.197642 -0.05 0.50 0.15
H 0.517498 -0.606274 2.712782 -0.51 0.14 0.68
H 1.286235 -0.665667 -0.091318 -0.54 -0.09 -0.01
H 1.688764 -1.656575 1.163850 0.03 -0.04 -0.10
H -0.889869 -2.412631 1.911100 0.29 0.12 0.15
H -1.135798 -1.652139 0.369341 0.39 0.21 -0.10
H -2.661347 -0.416728 1.200630 0.00 0.09 0.07
O 0.852850 -0.582664 -2.664161 0.10 -0.23 0.22
H 0.097920 -0.267120 -2.154417 -0.18 -0.15 -0.19
H 0.525087 -1.216599 -3.309264 -0.13 -0.02 0.15
O 1.718346 1.824936 -3.559315 0.09 -0.32 -0.06
H 1.182355 1.380672 -4.227837 -0.01 0.34 -0.03
H 1.980524 1.049329 -3.039004 0.01 0.36 -0.01

=====

Number 1: lowest unoccupied orbital energy 0.2 eV. Number 2: lowest unoccupied orbital energy 1.1 eV. Number 3: lowest unoccupied orbital energy 0.8 eV. Number 4: lowest unoccupied orbital energy -1.8 eV. Number 5: lowest unoccupied orbital energy 0.7 eV. Number 6: lowest unoccupied orbital energy 0.3 eV.